1.
Molecular formula: C2HKO2
Method: DFT, ωB97M-V with the def2-TZVPD basis set

Summary:
- LUMO level (spin up / spin down): -5.53 / -6.81 eV
- E_HOMO (spin up / spin down): -15.110 / -14.941 eV
- Total charge: +1
- Maximum force: 3.4 eV Å⁻¹
- Multiplicity: 2
- Orbital gap (spin up / spin down): 0.352 / 0.299 Eh

XYZ file:
```
6
C2HKO2, DFT ωB97M-V with the def2-TZVPD basis set
K -0.6605 0.1083 2.6460
O 0.7647 0.8182 0.7020
H 0.6672 -1.4372 -0.7972
C -0.3921 -0.9592 -1.1590
O 0.1643 1.2205 -0.4415
C -0.5436 0.2494 -0.9503
```

Just the Mulliken charges please, in e? Sure, here they are: atom 1 (K): 0.9942, atom 2 (O): -0.3675, atom 3 (H): 0.3294, atom 4 (C): -0.1263, atom 5 (O): 0.0253, atom 6 (C): 0.1449

***

2.
Molecular formula: C37H59Br2N11OPbSe
Method: DFT, ωB97M-V with the def2-TZVPD basis set

Summary:
- LUMO level: -5.02 eV
- E_HOMO: -11.734 eV
- Total charge: +2
- Maximum force: 1.6 eV Å⁻¹
- Orbital gap: 0.247 Eh

XYZ file:
```
112
C37H59Br2N11OPbSe, DFT ωB97M-V with the def2-TZVPD basis set
N 2.6625 -0.2506 0.1925
C -2.0237 0.0381 -4.1923
H 2.2702 1.9863 3.6716
C 0.7912 -6.2632 0.8458
H -3.1473 1.5068 0.4130
N -2.6930 3.3051 -0.6122
H 5.4301 -2.9740 -1.8121
C 0.3744 0.9648 3.4907
H 1.7170 2.1236 -2.1166
H -1.9484 1.1524 5.2772
C -0.1951 -6.5923 -0.0726
C -0.9357 -1.0129 3.3318
H 6.0214 -2.4816 0.5130
N -0.4434 0.8887 -2.5642
C 0.3222 1.3426 -3.5343
C -2.1083 -1.7003 5.4532
H -0.8666 -4.3223 2.6476
H 1.3903 -7.0384 1.2996
H 6.1048 -0.7142 0.5274
C 1.1345 3.4575 1.8472
C -0.7463 -4.2658 -0.3337
H -0.3470 1.7758 3.3704
H -4.1690 2.9098 0.7852
C 1.3987 -1.8011 -2.0171
N -1.0841 -2.2486 2.5737
C -1.1861 0.5347 -5.2101
C -2.3960 -0.2393 -1.7535
N -1.7266 -0.7712 4.4060
H 1.9219 4.1097 2.2509
H 1.2093 -0.7367 -1.9322
H -3.4358 0.3198 4.8106
Se 0.5669 -2.0969 1.1143
H 3.3124 -3.6648 -2.0377
H -1.7166 -5.8531 -1.3859
C 2.9187 2.1273 0.9599
C 0.2290 -3.9365 0.6016
N -1.3055 4.9901 -1.3761
H -2.2378 -1.1218 6.3683
C 3.1525 -1.2893 -0.3921
H -2.7528 6.0131 -2.5273
H -1.4702 0.4032 -6.2431
O -2.0468 -0.1196 -0.5138
H 3.3080 -3.9173 -0.2769
H 4.3705 0.9452 -0.0450
Br -3.8171 -0.9345 -6.2338
H 3.6478 2.7169 1.5356
H 2.2896 0.4603 2.7578
H 1.4137 4.2159 -0.1543
N -0.4826 3.2680 0.0165
C -0.9570 -5.5960 -0.6644
C -3.1502 2.5892 0.5578
N 4.4791 -1.5822 -0.5264
C -3.6049 -0.8575 -2.0936
C -0.0264 1.1801 -4.8879
C -3.5741 3.2482 -1.7556
C -2.4025 0.5114 4.5192
H -3.1687 5.7464 -0.8170
H -4.4896 3.8207 -1.5881
H -3.1904 -2.0410 2.5244
H -1.9610 6.9563 -1.2603
H 0.2152 5.0806 0.8146
C 1.6140 2.0101 -3.1944
H -0.3686 -7.6274 -0.3271
H -3.0570 -2.2030 5.2442
C -0.9919 -3.4862 3.3363
C 1.7339 1.3804 2.9290
C -3.2380 -0.6346 -4.4414
H -0.1235 -3.4530 3.9936
H -3.0654 3.6198 -2.6409
H 1.8658 -4.2487 -1.2446
H -4.9655 -1.5576 -3.5900
H 0.4471 -2.3322 -2.0047
H 1.8967 -2.0049 -2.9707
C 5.4232 -1.5686 0.5717
Br -4.7069 -1.4121 -0.6477
H -2.4962 2.8405 1.3887
H -2.5010 -3.1122 1.2978
H -1.3306 -2.4328 5.6446
H 4.0471 0.4199 1.6042
C 0.5926 4.0839 0.5590
H 0.5429 4.4491 -2.1665
C -1.4577 3.8476 -0.6608
H -3.8558 2.2075 -1.9350
N -0.0832 -0.2214 2.8102
H 2.7651 2.6384 0.0101
C 2.7177 -3.5819 -1.1261
H -2.3228 -1.3491 1.1326
H -1.9020 -3.6706 3.9056
H 0.3259 3.4291 2.5777
C 5.0579 -1.9449 -1.8043
H -1.3365 -3.4859 -0.7930
C -2.3493 -2.1808 1.8421
C -1.6044 0.2401 -2.8465
H 0.6300 1.5594 -5.6540
H 2.4441 1.4117 -3.5689
C -4.0249 -1.0650 -3.3997
H -0.3314 5.7058 -3.0544
Pb 0.0504 0.9156 -0.0955
N 2.2184 -2.2319 -0.8972
H 4.8935 -1.5685 1.5210
H 1.7741 -4.6690 1.8954
C 3.5693 0.7680 0.6846
H 1.6744 2.9844 -3.6770
H 5.9044 -1.2809 -2.0002
N 1.6342 2.0937 1.6572
C -2.3620 5.9712 -1.5080
H -2.4142 1.0177 3.5578
C 1.0049 -4.9390 1.1822
H 0.4793 0.7564 4.5630
H 0.4827 6.1118 -1.5394
H 4.3339 -1.8028 -2.6031
C -0.0795 5.3324 -2.0604
```

Mulliken population analysis, charges in e, atoms 1 to 99: atom 1 (N): 1.0335, atom 2 (C): 1.0704, atom 3 (H): 0.3919, atom 4 (C): -0.8240, atom 5 (H): 0.0714, atom 6 (N): 0.2512, atom 7 (H): 0.3424, atom 8 (C): -1.1246, atom 9 (H): -0.1090, atom 10 (H): 0.3256, atom 11 (C): -0.7592, atom 12 (C): -0.4401, atom 13 (H): 0.3809, atom 14 (N): 0.7645, atom 15 (C): 0.9675, atom 16 (C): -1.1825, atom 17 (H): 0.1094, atom 18 (H): 0.5017, atom 19 (H): 0.3050, atom 20 (C): -1.6878, atom 21 (C): -0.1886, atom 22 (H): 0.2568, atom 23 (H): 0.5069, atom 24 (C): -0.4410, atom 25 (N): 1.0184, atom 26 (C): -1.2226, atom 27 (C): -0.9066, atom 28 (N): 0.3414, atom 29 (H): 0.3346, atom 30 (H): -0.5497, atom 31 (H): 0.4605, atom 32 (Se): 0.2641, atom 33 (H): 0.3760, atom 34 (H): 0.4995, atom 35 (C): -1.2781, atom 36 (C): -0.0312, atom 37 (N): 0.2857, atom 38 (H): 0.3858, atom 39 (C): -1.3330, atom 40 (H): 0.3830, atom 41 (H): 0.4073, atom 42 (O): -0.4592, atom 43 (H): 0.4758, atom 44 (H): 0.5508, atom 45 (Br): -0.1940, atom 46 (H): 0.3930, atom 47 (H): 0.1746, atom 48 (H): 0.3851, atom 49 (N): 0.2445, atom 50 (C): -0.8950, atom 51 (C): -1.0495, atom 52 (N): 0.6870, atom 53 (C): 0.5385, atom 54 (C): -1.4845, atom 55 (C): -1.2082, atom 56 (C): -0.9822, atom 57 (H): 0.3393, atom 58 (H): 0.3641, atom 59 (H): 0.3353, atom 60 (H): 0.4077, atom 61 (H): 0.5246, atom 62 (C): -1.7281, atom 63 (H): 0.4181, atom 64 (H): 0.3527, atom 65 (C): -1.1112, atom 66 (C): -0.9613, atom 67 (C): -0.0491, atom 68 (H): 0.4733, atom 69 (H): 0.3441, atom 70 (H): 0.2212, atom 71 (H): 0.5389, atom 72 (H): 0.0660, atom 73 (H): 0.3888, atom 74 (C): -1.1535, atom 75 (Br): -0.1789, atom 76 (H): 0.2914, atom 77 (H): 0.6286, atom 78 (H): 0.4371, atom 79 (H): 0.5373, atom 80 (C): -0.8443, atom 81 (H): -0.0072, atom 82 (C): 0.3565, atom 83 (H): 0.3544, atom 84 (N): -0.1106, atom 85 (H): 0.3321, atom 86 (C): -1.3782, atom 87 (H): -0.4479, atom 88 (H): 0.4385, atom 89 (H): 0.3014, atom 90 (C): -1.2617, atom 91 (H): 0.6604, atom 92 (C): -0.6673, atom 93 (C): -0.3437, atom 94 (H): 0.6161, atom 95 (H): 0.3973, atom 96 (C): -0.3667, atom 97 (H): 0.3959, atom 98 (Pb): 2.2536, atom 99 (N): 1.8740

***

3.
Molecular formula: H22O11
Method: DFT, ωB97M-V with the def2-TZVPD basis set

Summary:
- LUMO level (spin up / spin down): 2.79 / 2.66 eV
- E_HOMO (spin up / spin down): 0.549 / -7.680 eV
- Total charge: -1
- Maximum force: 3.2 eV Å⁻¹
- Multiplicity: 2
- Orbital gap (spin up / spin down): 0.082 / 0.380 Eh

XYZ file:
```
33
H22O11, DFT ωB97M-V with the def2-TZVPD basis set
H -0.2901 1.6917 1.0391
O 0.0592 -2.9724 -0.6681
O 0.8608 0.4065 -1.3562
H -2.5709 -3.2287 -3.4961
H -2.3709 -3.7907 -2.1582
H -0.4268 -0.3774 4.3253
H -4.4878 1.0667 2.6351
H -3.6405 0.9336 1.4416
O -2.7375 -3.0169 -2.6010
H 2.2370 4.2710 -0.4723
H 3.7378 -3.6359 -1.7058
H 1.1018 1.2984 -1.5968
H -2.7561 3.9860 1.3639
H 3.9340 -1.3097 2.5915
O 3.3433 -0.5622 2.4431
H 2.7723 -2.5074 -2.3489
O -0.6167 0.8397 0.8725
H 2.7179 -0.9231 1.7982
H -0.0342 0.3685 -4.4100
H 2.5497 3.0929 0.4947
O -3.7939 1.5583 2.1751
H -0.6230 -2.2958 -0.5781
O 1.9485 3.4074 -0.1726
H -0.8787 -0.2944 -5.3691
H -1.5134 0.6115 1.1069
H -1.2010 4.2108 1.2930
H 0.5099 -1.0176 5.4632
O -1.9048 3.5993 1.5297
O 3.4890 -2.7149 -1.7507
H 0.4199 0.4132 -0.4792
O -0.3374 -1.0342 5.0184
O -0.2693 0.4201 -5.3403
H 0.7717 -2.4944 -1.0879
```

Just the Mulliken charges please, in e? Sure, here they are: atom 1 (H): 0.3584, atom 2 (O): -0.7507, atom 3 (O): -0.7863, atom 4 (H): 0.3375, atom 5 (H): 0.3511, atom 6 (H): 0.3743, atom 7 (H): 0.3626, atom 8 (H): 0.4052, atom 9 (O): -0.7547, atom 10 (H): 0.2991, atom 11 (H): 0.3506, atom 12 (H): 0.3331, atom 13 (H): 0.3706, atom 14 (H): 0.3318, atom 15 (O): -0.7453, atom 16 (H): 0.3335, atom 17 (O): -0.9005, atom 18 (H): 0.3298, atom 19 (H): 0.3553, atom 20 (H): 0.3128, atom 21 (O): -0.8450, atom 22 (H): 0.3928, atom 23 (O): -0.5914, atom 24 (H): 0.3430, atom 25 (H): 0.2398, atom 26 (H): 0.3439, atom 27 (H): 0.3566, atom 28 (O): -0.8416, atom 29 (O): -0.7554, atom 30 (H): 0.3956, atom 31 (O): -0.7778, atom 32 (O): -0.7499, atom 33 (H): 0.2211

***

4.
Molecular formula: C5H10OS2
Method: DFT, ωB97M-V with the def2-TZVPD basis set

Summary:
- LUMO level: 0.26 eV
- E_HOMO: -8.542 eV
- Maximum force: 3.6 eV Å⁻¹
- Orbital gap: 0.324 Eh
- SMILES: C[C@@]1(CS)[C@H](O)[C@@H]1S

XYZ file:
```
18
C5H10OS2, DFT ωB97M-V with the def2-TZVPD basis set
C -1.3874 0.7972 0.0843
H 0.0717 -1.0331 -1.2889
C 1.0578 2.0314 -0.1153
H -0.6120 1.1816 2.0098
C 0.8395 -0.2229 -0.9448
C 0.1959 0.7940 -0.0468
H 2.0918 1.8375 0.3470
H -1.7642 1.8540 0.1054
C -0.4460 0.4114 1.2171
H 0.5195 2.7246 0.4983
H 1.0320 2.5451 -1.1041
H -2.3419 -1.4228 0.4397
S 2.3417 -0.8581 -0.2682
H 1.8213 -1.4205 0.8582
O -0.3095 -0.8352 1.6878
H 1.2659 0.3848 -1.8157
H -1.1316 -1.0555 2.2438
S -2.3440 -0.5032 -0.7919
```

Just the Mulliken charges please, in e? Sure, here they are: atom 1 (C): -0.3886, atom 2 (H): 0.2459, atom 3 (C): -1.6731, atom 4 (H): 0.2612, atom 5 (C): -0.6312, atom 6 (C): 0.9101, atom 7 (H): 0.3117, atom 8 (H): 0.3577, atom 9 (C): -0.1850, atom 10 (H): 0.4214, atom 11 (H): 0.3806, atom 12 (H): 0.1343, atom 13 (S): -0.2394, atom 14 (H): 0.1249, atom 15 (O): -0.4974, atom 16 (H): 0.3717, atom 17 (H): 0.3719, atom 18 (S): -0.2765